Record 1
C30H29N4O4S3Ti as an isolated structure, computed with the ωB97M-V functional and the def2-TZVPD basis.

Last column: Mulliken charge in e.
CARTESIAN COORDINATES (ANGSTROEM)
1 C -2.4992 3.1829 1.9473  -1.0106
2 C -0.7445 0.5243 6.6041  -0.3333
3 H -1.6431 -0.7338 1.8649  0.6921
4 C -0.5623 -0.9519 8.4676  -0.5349
5 C -1.1154 0.0478 9.2449  -0.3118
6 O -1.6585 0.3112 -0.0935  -0.5370
7 O 3.7655 -1.5775 -0.0648  -0.7460
8 C 1.9126 -2.6532 -2.1358  -1.9164
9 Ti 0.2686 0.6134 -0.1042  -0.3096
10 N -0.6410 3.0583 -1.3753  -0.0674
11 H -1.2751 -0.1195 10.3048  0.3417
12 S -1.4102 3.0176 -3.8972  -0.1680
13 C 1.4783 -3.3496 0.2493  -1.6400
14 C 0.3488 -1.3282 4.5298  -0.0728
15 H -2.4833 4.4187 -2.2984  0.3990
16 H 1.6559 8.5103 -2.9732  0.3586
17 H 0.3712 4.1262 2.0931  0.4460
18 C -0.5787 2.4069 -2.4705  0.3588
19 H 2.4237 -0.7561 4.5594  0.4771
20 C -0.7696 -0.7621 2.5016  -0.7106
21 C -0.9947 5.6892 -3.1852  0.6850
22 H -1.0130 5.7604 -1.0524  0.3368
23 C 0.5244 7.2236 -4.2687  -0.5422
24 H 0.4347 2.6007 2.9850  0.1084
25 H -1.9950 3.9959 2.4583  0.3692
26 H -2.8177 4.8833 -3.9765  0.4769
27 C -1.2932 1.4513 7.4787  -0.4621
28 C -0.4201 6.2119 -4.3404  -0.4100
29 H -1.5977 2.4212 7.1010  0.3923
30 C -2.3984 1.2310 0.5337  0.1617
31 C -3.8786 3.0423 2.0607  -0.7014
32 C 2.6260 -1.1795 -0.2433  0.1613
33 C -2.0322 4.6029 -3.2717  -1.1699
34 H -0.6270 0.7755 5.5594  0.4511
35 C -3.7844 1.1013 0.6319  -0.5011
36 H 0.9639 7.6172 -5.1771  0.3562
37 C -0.5972 6.1936 -1.9526  -0.1036
38 H 0.6588 7.5787 -0.9081  0.3592
39 H -0.0117 -1.3554 -1.6519  0.3448
40 H 1.1940 -3.3996 -2.4819  0.4484
41 C -0.8055 -1.3367 3.7570  -0.8182
42 C 0.3499 7.2053 -1.8768  -0.6754
43 C 1.4607 -0.2588 2.7095  -0.7106
44 H 2.3441 0.1546 2.2403  0.6085
45 C 1.5029 -0.7785 3.9938  -0.9083
46 H 1.6299 2.9527 1.7175  0.4046
47 N 0.3474 -0.2484 1.9725  1.9494
48 C -1.7487 2.3036 1.1758  0.9950
49 S 0.2836 0.8831 -2.6357  -0.5788
50 C 1.5570 -2.1915 -0.7331  2.1228
51 C 0.5792 3.0523 1.9977  -1.8286
52 H 1.9115 -1.8079 -2.8283  0.4645
53 N -1.4837 1.2399 8.7774  -0.6015
54 H -0.7081 5.8066 -5.3039  0.3263
55 H 0.7631 -4.0920 -0.1089  0.4191
56 H -4.4500 3.7394 2.6611  0.3972
57 C -0.3674 -0.7126 7.1083  0.6652
58 H -1.7237 -1.7634 4.1363  0.4670
59 H 1.1469 -2.9961 1.2276  0.1742
60 O 2.2052 0.0219 -0.0564  -0.5023
61 O 0.2552 -1.5633 -0.7399  -0.6711
62 C -0.2844 2.3940 0.9526  1.5157
63 H -4.2661 0.2765 0.1207  0.4220
64 H 2.9104 -3.0886 -2.1289  0.4024
65 C -4.5156 2.0065 1.3894  -0.4983
66 H -5.5909 1.8922 1.4644  0.3808
67 N 0.1420 2.4776 -0.3728  -0.4681
68 H 2.4624 -3.8021 0.3575  0.3495
69 S 0.3556 -2.0177 6.1652  -0.2798
70 C 0.9121 7.7253 -3.0331  -0.3486
71 H -0.2868 -1.9012 8.9090  0.3496

Calculated values
LUMO level = 0.073 Ha
total energy = -101358.117 eV
2S+1 = 1
charge = -1



Record 2
One molecule with the formula C6H12, computed with the ωB97M-V functional and the def2-TZVPD basis.

Last column: Mulliken charge in e.
CARTESIAN COORDINATES (ANGSTROEM)
1 C -1.0180 -0.1420 -0.1597  0.2690
2 H 1.5726 -0.2665 1.5542  0.2777
3 C 0.2587 -0.9616 -0.0952  -0.0955
4 H -2.5689 0.6368 0.9562  0.4166
5 H -1.3707 -0.0237 -1.1829  0.3040
6 H 2.3956 -1.0198 0.2067  0.2753
7 H 2.4167 1.6851 -0.0881  0.3635
8 H -1.5362 -2.3326 0.0298  0.2678
9 C 1.5450 -0.3674 0.4618  -0.5655
10 C -1.5441 0.9556 0.7531  -1.5163
11 H 0.6833 1.5052 -0.1206  0.1368
12 H -1.1233 -1.4460 1.5752  0.2508
13 H -1.6057 1.9523 0.3020  0.4183
14 H -1.0442 1.0597 1.7249  0.2937
15 C -1.0070 -1.5008 0.4932  -0.7466
16 H 1.6217 0.7144 -1.3729  0.2789
17 H 0.4565 -1.4140 -1.0652  0.2605
18 C 1.6253 0.9679 -0.3026  -0.8890

Calculated values
LUMO level = 0.043 Ha
total energy = -6415.266 eV
2S+1 = 1
charge = 0
SMILES string = CC[C@H]1C[C@H]1C



For each record above, in turn, the calculated energy relative to the best compared isomer or geometry (same formula, charge and spin) values are 0.0; 38.6 kcal/mol.